No. 1
Here is a structure of composition C16H32BrIrO5Si from the OMol25 dataset. Energies are from ωB97M-V/def2-TZVPD.

Atoms and positions in Å:
Ir -0.295519 -1.363393 1.560528
O 2.647661 1.710997 1.943130
C 1.563630 1.002643 1.845165
O 1.569376 -0.229057 1.808752
C 0.304485 1.825267 1.816658
O -0.751877 0.966511 1.446495
C -2.063461 1.245773 1.974367
C -2.692772 -0.039988 2.487759
O -3.863678 -0.134620 2.689884
O -1.829796 -1.043766 2.751649
H 3.439338 1.144401 1.991359
H 0.159574 2.234003 2.822878
H 0.423084 2.660692 1.123546
H -1.995196 1.950654 2.805014
H -2.687331 1.673871 1.192771
C -0.819774 -4.238525 3.821807
C -0.057284 -5.131971 2.821232
C -0.037139 -6.570532 3.397214
C 1.383739 -4.594834 2.759217
Si -0.933207 -5.187067 1.151395
Br -0.253853 -3.284412 -0.016937
C -0.375774 -6.642104 -0.191535
C 1.133879 -6.630461 0.060847
C -0.700373 -6.279445 -1.623644
C -1.038995 -7.930909 0.253699
C -2.965152 -5.111118 1.124883
C -3.370307 -6.116867 2.196543
C -3.261289 -3.663538 1.519614
C -3.549634 -5.424699 -0.233487
H -0.243176 -4.220698 4.749298
H -1.812344 -4.612234 4.067423
H -0.919826 -3.201807 3.488708
H 0.281812 -6.519044 4.440315
H 0.670753 -7.216467 2.878640
H -1.015080 -7.054751 3.388065
H 1.822213 -4.728869 3.750669
H 1.413639 -3.525884 2.534849
H 2.026589 -5.107289 2.048577
H 1.611716 -5.675945 -0.156700
H 1.531539 -7.357575 -0.657977
H 1.411338 -6.970973 1.054051
H -0.279289 -5.325830 -1.938887
H -1.760382 -6.304859 -1.851503
H -0.229172 -7.051783 -2.242445
H -0.813894 -8.203955 1.283879
H -0.641154 -8.727159 -0.386634
H -2.116512 -7.923883 0.100848
H -3.040317 -5.833589 3.194039
H -3.050680 -7.136911 1.989164
H -4.466443 -6.128459 2.205080
H -2.818398 -3.326646 2.451544
H -4.349744 -3.640744 1.655502
H -3.023470 -2.954087 0.728591
H -3.516297 -6.485341 -0.475931
H -3.097136 -4.843175 -1.037388
H -4.605378 -5.137206 -0.198223

Forces on atoms 1 to 2 (eV/Å):
0.23 0.59 0.35
-0.02 -0.08 -0.01

Results
* expectation value of S²: 6.02
* Kohn-Sham gap (alpha / beta): 9.4 / 5.0 eV
* net charge: +2
* HOMO (alpha / beta): -15.064 / -15.292 eV
* relative energy (zero: lowest compared OMol25 entry of this formula, charge and spin): 0.000 eV
* 2S+1: 5



No. 2
Here is a cluster of 2 separate species, CH5NO in total in a non-equilibrium geometry from the OMol25 dataset. Energies are from ωB97M-V/def2-TZVPD.

Atoms and positions in Å:
C -1.111472 -0.037145 1.031561
H 2.565535 -0.250779 -2.359487
H -1.345507 -0.929039 1.604245
H -0.465290 -0.208244 0.204564
H -0.757062 0.775576 1.666015
H -2.159208 0.216925 0.728206
N 1.973879 -0.286510 -1.440910
O 1.299126 0.719216 -1.434195

Forces on atoms 1 to 2 (eV/Å):
-2.25 0.40 0.68
-0.46 -0.25 0.96

Results
* Kohn-Sham gap: 9.4 eV
* net charge: 0
* SMILES: N=O.C
* HOMO: -9.831 eV
* relative energy (zero: lowest compared OMol25 entry of this formula, charge and spin): 2.777 eV



No. 3
Here is a structure of composition C4H3AlF6NO6S2 in a non-equilibrium geometry from the OMol25 dataset. Energies are from ωB97M-V/def2-TZVPD.

Atoms and positions in Å:
Al -1.223322 -2.473643 2.016551
C 1.524628 1.440517 1.069011
F 1.360338 1.756677 -0.129659
F 2.528258 2.061687 1.594871
F 0.416788 1.755587 1.743141
S 1.962578 -0.519643 1.218941
O 3.378328 -0.711313 1.032341
O 1.566628 -0.796473 2.626251
N 0.818238 -1.230353 0.233621
S 1.569198 -1.251253 -1.099489
O 2.435638 -0.093163 -1.484779
O 2.242648 -2.510423 -1.387829
C 0.143388 -1.251823 -2.390829
F -0.691522 -2.250213 -2.089119
F -0.548242 -0.116003 -2.283869
F 0.554388 -1.526973 -3.641289
C -2.332652 1.228537 -0.140999
C -2.984732 0.925497 1.184031
O -2.321912 0.178907 1.944041
O -4.106012 1.414717 1.439861
H -2.757502 0.694927 -0.991209
H -1.272942 0.973357 -0.140199
H -2.262202 2.300857 -0.323399

Forces on atoms 1 to 2 (eV/Å):
0.68 0.97 -0.27
0.26 -3.07 2.14

Results
* expectation value of S²: 0.75
* Kohn-Sham gap (alpha / beta): 8.3 / 5.3 eV
* net charge: 0
* HOMO (alpha / beta): -9.937 / -9.937 eV
* relative energy (zero: lowest compared OMol25 entry of this formula, charge and spin): 0.000 eV
* 2S+1: 2



No. 4
Here is an isolated molecule of C6H6OS in a non-equilibrium geometry from the OMol25 dataset. Energies are from ωB97M-V/def2-TZVPD.

Atoms and positions in Å:
C -0.517178 0.988818 1.641236
C -1.763628 -0.053961 -0.161668
C 0.326817 0.381339 0.734471
C -0.417747 -0.193450 -0.402544
C 1.688867 0.320677 0.827525
C 0.150468 -0.912630 -1.606393
O 1.468022 -0.988641 -1.696432
S -2.176195 0.958741 1.227301
H -0.241000 1.700875 2.494409
H -2.673871 -0.429522 -0.716176
H 2.374859 0.899252 1.476998
H 2.304232 -0.268285 0.266655
H -0.130994 -2.022653 -1.605315
H -0.392652 -0.380560 -2.480068

Forces on atoms 1 to 2 (eV/Å):
-0.23 2.44 1.93
-1.28 0.20 -0.68

Results
* Kohn-Sham gap (alpha / beta): 5.6 / 8.7 eV
* net charge: 0
* HOMO (alpha / beta): -7.218 / -9.017 eV
* relative energy (zero: lowest compared OMol25 entry of this formula, charge and spin): 3.672 eV